86
Properties=species:S:1:pos:R:3:forces:R:3:lowdin_charge:R:1 method="wB97M-V/def2-TZVPD" charge=+1 homo_lumo_gap_ha=0.37089
K 0.698 0.268 0.005 0.0 -0.2 0.0 0.7857
C -4.190 -2.808 -0.792 0.5 1.6 -0.9 -0.0188
C -2.953 -3.513 -0.358 -0.8 -1.7 0.2 -0.3467
C -2.228 -4.376 -1.433 -2.1 -0.2 1.4 -0.0758
O -0.886 -3.977 -1.267 0.5 -0.5 -1.0 0.0670
C -0.786 -2.901 -0.467 -0.3 -0.1 -0.6 -0.5629
O 0.243 -2.363 -0.224 0.2 0.0 0.3 0.1038
O -2.001 -2.535 -0.054 0.7 1.1 0.9 0.0779
H -4.454 -2.290 0.098 -0.8 0.8 0.6 0.0731
H -5.065 -3.332 -1.154 0.2 -0.6 0.0 0.0956
H -3.877 -2.026 -1.547 -0.5 -0.8 0.6 0.0998
H -3.172 -4.104 0.608 0.5 0.6 -1.4 0.1807
H -2.735 -4.287 -2.451 1.4 0.0 1.1 0.1590
H -2.375 -5.356 -0.974 0.4 -0.5 -1.1 0.1319
C 1.232 4.894 0.460 -0.3 2.2 1.1 -0.0275
O 2.598 4.530 0.406 0.5 1.1 -0.9 0.0621
C 2.911 3.297 0.606 -6.6 -6.2 0.8 -0.4664
O 1.933 2.320 0.853 6.1 5.6 -1.0 -0.1529
O 4.158 3.065 0.427 1.1 0.2 1.1 0.0484
C 4.642 1.732 0.393 1.8 -2.2 -3.4 -0.0369
H 1.024 5.914 0.116 1.3 0.1 -0.6 0.1084
H 1.042 5.058 1.509 -0.7 -0.9 0.3 0.0774
H 0.532 4.339 -0.107 -0.3 -1.6 0.1 0.0726
H 5.689 1.791 -0.126 -1.9 0.2 1.1 0.1316
H 4.015 1.162 -0.341 0.4 0.5 0.7 0.1016
H 4.774 1.019 1.223 -0.6 1.4 0.6 0.0884
C -0.048 -3.123 3.194 -1.2 0.6 -0.4 0.0056
O -0.667 -2.151 4.057 0.0 1.8 0.3 0.0147
C -0.870 -0.859 3.711 1.5 0.1 -6.9 -0.3873
O -0.678 -0.369 2.402 -1.2 -2.7 8.0 -0.0791
O -1.300 -0.186 4.753 1.4 -1.5 -0.3 0.0246
C -1.459 1.195 4.570 -0.3 1.0 -0.4 -0.0294
H 0.433 -3.882 3.786 -0.2 -0.1 0.4 0.1103
H 0.621 -2.704 2.501 1.2 1.0 -0.5 0.0452
H -0.823 -3.478 2.539 -0.5 -0.8 0.0 0.0905
H -1.840 1.550 5.508 -0.5 0.1 0.3 0.0986
H -2.210 1.218 3.779 0.3 1.2 -0.1 0.1050
H -0.520 1.784 4.404 -0.7 -0.9 -0.5 0.1043
C 2.499 0.657 4.056 -1.2 0.0 -1.5 0.0267
O 2.639 -0.770 3.915 0.3 -1.4 0.8 0.0337
C 2.829 -1.411 2.805 0.0 3.0 -7.2 -0.3664
O 2.701 -0.711 1.574 1.1 -4.8 6.9 -0.1228
O 3.192 -2.742 2.954 -0.9 3.1 2.6 -0.0033
C 3.470 -3.497 1.825 -4.4 2.2 -2.6 -0.0457
H 1.459 0.978 3.967 -0.1 -0.5 -1.0 0.0793
H 3.115 1.237 3.377 0.1 -0.3 -0.1 0.0989
H 2.635 0.872 5.064 1.2 0.0 1.8 0.0796
H 2.484 -3.726 1.308 1.0 0.5 0.3 0.1218
H 3.912 -4.397 1.848 1.9 -3.1 1.9 0.0609
H 4.026 -2.884 1.212 1.2 1.2 -1.9 0.0739
C -1.126 4.326 2.756 3.2 -1.0 -3.7 -0.0198
O -2.181 3.613 2.164 -1.9 -0.1 0.7 0.0696
C -2.018 2.706 1.277 9.3 -4.2 -3.6 -0.4221
O -0.713 2.258 0.823 -7.6 3.3 2.7 -0.1859
O -3.065 2.122 0.810 -1.5 1.6 1.0 0.0464
C -3.077 1.052 -0.084 -0.7 -3.8 -1.0 -0.0539
H -0.145 3.806 2.773 -0.9 -0.3 -0.4 0.1078
H -1.275 4.642 3.683 -1.8 0.8 4.1 0.0568
H -0.967 5.216 2.183 0.0 0.5 -0.5 0.0944
H -3.223 1.246 -1.185 0.7 0.6 1.4 0.1095
H -3.975 0.423 0.163 0.3 1.1 0.1 0.1049
H -2.309 0.243 0.075 0.0 1.6 -0.2 0.0908
C 1.439 0.795 -5.357 1.2 3.7 -0.9 -0.0551
O 1.586 -0.473 -4.753 -0.6 -1.0 0.8 0.0129
C 1.616 -0.527 -3.421 0.9 5.9 4.3 -0.3631
O 1.584 0.659 -2.677 0.4 -7.4 -4.1 -0.0925
O 1.833 -1.758 -2.835 -1.0 3.1 -1.4 0.0033
C 1.216 -2.844 -3.524 0.0 -0.6 -0.5 -0.0364
H 2.055 1.570 -4.856 0.2 -0.9 0.2 0.1003
H 0.497 1.362 -5.288 -0.5 -1.4 0.1 0.0893
H 1.799 0.912 -6.428 -0.6 -1.4 1.2 0.1240
H 1.277 -3.697 -2.896 -0.1 -0.4 1.1 0.0807
H 1.823 -3.173 -4.360 -0.2 0.6 -0.7 0.1027
H 0.151 -2.663 -3.739 0.6 0.1 -0.1 0.0943
C -0.839 2.866 -2.400 0.2 1.2 0.9 -0.0060
O -1.298 2.130 -3.544 0.0 0.3 -1.0 0.0443
C -1.526 0.863 -3.425 1.5 -4.4 8.2 -0.4848
O -1.217 0.135 -2.269 -1.4 3.7 -6.1 -0.0908
O -2.205 0.290 -4.359 0.1 1.5 -0.7 0.0436
C -2.426 -1.103 -4.357 -0.5 -0.6 0.2 -0.0122
H 0.056 2.472 -1.925 0.0 -0.3 -0.5 0.0740
H -1.611 2.872 -1.652 -0.4 -0.3 0.3 0.0693
H -0.689 3.951 -2.633 -0.1 -1.2 -0.6 0.1215
H -1.555 -1.595 -4.709 0.9 -0.4 -0.5 0.0746
H -3.197 -1.179 -5.102 -0.4 -0.5 -0.1 0.1051
H -2.692 -1.602 -3.409 -0.1 1.0 -0.2 0.0858